Record 1
34
Properties=species:S:1:pos:R:3:forces:R:3 method="wB97M-V/def2-TZVPD" energy_ha=-768.860471
C 0.5038 2.0837 -0.5749 -0.8 -0.7 -0.5
C -0.3517 1.0626 -0.8295 2.4 3.3 -0.5
O -0.9948 1.0457 -2.0868 -0.1 -0.5 2.8
C -0.2408 0.7901 -3.1721 -0.6 0.0 -1.7
C -0.8079 0.6674 -4.3783 0.1 -0.2 2.7
C 0.0068 0.2288 -5.4855 0.2 -1.8 -1.5
C 0.2789 1.2818 -6.5080 -0.7 -2.7 -2.7
C -0.6232 0.0495 0.2094 -1.2 -0.3 -1.3
O -1.4136 -0.7782 -0.1324 -0.6 -1.4 0.7
O -0.0404 0.1436 1.4256 -1.0 -0.8 0.2
C -0.2645 -1.0690 2.2841 1.6 0.5 -1.5
O 0.8434 -1.9211 1.8782 -1.3 -0.1 1.1
C -0.3601 -0.6068 3.6991 0.0 3.5 1.8
C -0.6334 0.6918 4.0686 1.4 -2.0 0.5
C -0.3599 -1.5706 4.8254 1.6 -1.1 1.9
C 1.0404 -1.9614 5.4875 1.2 2.1 -1.3
H 0.6755 2.8968 -1.2860 -0.1 -0.4 0.1
H 1.0479 2.1321 0.3535 -0.1 -0.1 0.2
H 0.8270 0.7032 -3.0927 0.4 0.0 0.6
H -1.8784 0.6277 -4.4117 -0.5 0.4 -0.3
H 0.9260 -0.2497 -5.1380 0.0 0.1 0.1
H -0.5860 -0.5683 -6.0116 0.7 0.4 0.4
H 0.9907 0.9349 -7.3040 -0.7 0.3 0.6
H 0.5835 2.1699 -6.1513 1.4 3.0 1.6
H -0.6906 1.4676 -6.9550 -0.1 0.3 -0.6
H -1.2211 -1.6018 2.1350 0.6 0.2 -1.0
H 1.5421 -1.4473 1.3952 -0.7 0.3 0.6
H -0.5684 0.9245 5.1691 -0.6 -0.3 -1.3
H -0.7010 1.5130 3.3899 0.0 0.3 -0.4
H -0.9520 -2.4146 4.5361 0.1 -1.1 -0.2
H -0.8339 -1.2642 5.7409 -1.0 1.1 -0.2
H 1.0357 -2.3246 6.5252 -0.6 -0.3 -0.5
H 1.4901 -2.6745 4.7854 0.6 0.2 0.6
H 1.7298 -0.9627 5.6097 -1.6 -2.3 -0.8



Record 2
36
Properties=species:S:1:pos:R:3:forces:R:3 method="wB97M-V/def2-TZVPD" energy_ha=-919.516302
O -1.9067 0.9516 -1.8168 0.0 0.1 0.0
C -2.0159 0.2729 -0.8368 0.1 0.2 -0.1
C -1.2121 0.3543 0.4425 -0.1 -0.4 0.5
C -1.5750 -0.9253 1.2089 -0.2 -0.1 -0.5
C -2.8853 -1.3625 0.5545 -0.6 0.6 -0.6
O -2.9551 -0.6835 -0.7332 0.1 -0.4 0.3
H -0.1486 0.4241 0.2402 0.0 0.2 -0.1
H -1.5358 1.2396 0.9907 0.1 0.1 -0.1
H -0.8082 -1.6777 1.0328 0.0 0.0 0.3
H -1.7514 -0.7655 2.2690 0.3 -0.1 0.1
H -3.0057 -2.4211 0.3427 0.2 -0.1 0.1
H -3.7669 -1.0215 1.1024 0.1 -0.1 0.1
O 1.9164 0.3984 -4.6662 0.0 0.1 0.0
C 1.0548 1.1723 -4.9623 0.2 0.0 -0.2
C 1.2095 2.6236 -5.4178 -0.4 -0.1 -0.1
C -0.1895 2.9681 -5.9309 0.0 0.2 -0.1
C -1.0521 1.9979 -5.1309 0.0 0.5 0.0
O -0.2488 0.8162 -4.9981 -0.2 0.1 0.1
H 1.5014 3.2618 -4.5844 0.1 -0.1 0.1
H 1.9754 2.6479 -6.1869 0.1 0.1 0.1
H -0.5013 4.0014 -5.7735 0.1 0.0 0.1
H -0.2462 2.7899 -7.0063 -0.1 -0.2 0.1
H -1.2411 2.3953 -4.1306 -0.1 -0.1 0.0
H -2.0078 1.7791 -5.5961 0.1 -0.4 -0.1
O 3.5595 -2.6093 3.2164 0.0 0.0 -0.2
C 2.6964 -2.1888 3.9224 0.3 -0.3 0.2
C 2.1373 -2.7935 5.1878 -1.1 0.5 0.4
C 1.5763 -1.5629 5.9162 -0.1 0.0 -0.4
C 1.0897 -0.7556 4.7080 0.0 0.2 0.4
O 2.0479 -1.0226 3.6746 -0.2 0.2 -0.1
H 1.2432 -3.3541 4.8802 0.3 -0.3 0.0
H 2.7813 -3.4484 5.7586 0.3 0.0 -0.2
H 0.7653 -1.7946 6.6031 0.1 0.0 0.1
H 2.3401 -0.9807 6.4318 0.1 -0.2 0.1
H 0.0877 -1.0403 4.3764 0.1 -0.2 -0.1
H 1.0711 0.3135 4.9116 0.1 0.0 -0.2